[1]
DFT (ωB97M-V with the def2-TZVPD basis set) results for the molecule C7H11Br2O3P at a distorted geometry.

Geometry as ORCA input:
```
! RIJCOSX wB97M-V def2-TZVPD def2/J DEFGRID3
* xyz 0 1
C 1.424 1.319 0.171
C 2.470 -0.433 0.863
C 0.140 1.272 0.927
C -1.064 1.800 0.125
C 0.331 2.118 2.173
C -1.602 -1.986 -2.014
C -0.261 -2.419 -1.396
O 0.597 -2.525 1.335
O -0.151 -0.082 1.236
O 0.477 -1.290 -0.929
P 0.846 -1.214 0.650
Br 2.221 2.788 -0.525
Br 3.827 -1.035 -0.273
H -1.026 2.827 -0.070
H -2.048 1.762 0.602
H -1.319 1.518 -0.868
H 0.551 3.182 1.699
H 1.227 1.932 2.828
H -0.652 1.971 2.642
H -1.508 -1.340 -2.784
H -2.051 -2.822 -2.354
H -2.195 -1.564 -1.218
H 0.211 -2.773 -2.305
H -0.445 -3.010 -0.515
*
```

Output
E_tot: -5988.27004 hartree


[2]
DFT (ωB97M-V with the def2-TZVPD basis set) results for a structure of composition C43H46CrN4O4S2 at a distorted geometry.

Geometry as ORCA input:
```
! RIJCOSX wB97M-V def2-TZVPD def2/J DEFGRID3
* xyz 3 4
Cr -0.934 -0.051 -0.278
C -6.834 3.130 2.443
C -5.705 2.244 1.985
C -5.753 0.868 2.111
C -4.714 0.035 1.640
C -4.848 -1.367 1.853
N -3.894 -2.224 1.691
C -4.049 -3.685 1.668
C -4.212 -4.164 0.225
C -3.068 -3.612 -0.612
N -3.212 -3.934 -2.035
C -2.299 -3.861 -2.944
C -0.935 -3.415 -2.854
C -0.080 -4.098 -3.748
C 1.291 -3.946 -3.764
C 2.185 -4.721 -4.698
C 1.801 -3.015 -2.871
C 0.990 -2.239 -2.040
C 1.627 -1.173 -1.312
N 1.046 -0.247 -0.649
C 1.870 0.906 -0.220
C 1.770 1.969 -1.306
C 0.338 2.547 -1.421
N -0.677 1.612 -0.946
C -2.353 2.627 0.435
C -3.492 1.994 0.934
C -4.554 2.781 1.424
C -3.614 0.577 0.947
O -2.783 -0.211 0.280
C -0.405 -2.408 -2.010
O -1.185 -1.629 -1.284
H -7.551 2.578 3.049
H -7.369 3.542 1.587
H -6.462 3.968 3.032
H -6.607 0.406 2.597
H -5.799 -1.761 2.205
H -2.996 -1.840 1.400
H -4.904 -3.966 2.278
H -3.156 -4.116 2.118
H -5.171 -3.810 -0.167
H -4.231 -5.256 0.217
H -2.107 -4.014 -0.282
H -3.017 -2.531 -0.532
H -4.107 -4.309 -2.331
H -2.601 -4.280 -3.901
H -0.529 -4.809 -4.435
H 1.623 -5.462 -5.263
H 2.968 -5.242 -4.145
H 2.672 -4.055 -5.410
H 2.875 -2.852 -2.841
H 2.714 -1.125 -1.389
H 2.904 0.598 -0.070
H 1.491 1.284 0.730
H 2.066 1.526 -2.257
H 2.454 2.792 -1.098
H 0.085 2.783 -2.454
H 0.246 3.448 -0.817
H -2.253 3.684 0.242
H -4.452 3.861 1.370
O -1.142 1.924 0.362
S 1.126 3.328 2.444
C 0.319 3.528 4.021
C -1.016 3.157 4.150
C -1.651 3.248 5.386
C -0.956 3.722 6.488
C 0.374 4.104 6.354
C 1.015 4.001 5.128
C 1.793 4.942 2.097
C 0.949 5.975 1.694
C 1.475 7.228 1.416
C 2.842 7.448 1.532
C 3.683 6.419 1.929
C 3.161 5.162 2.214
H -1.565 2.826 3.273
H -2.694 2.972 5.483
H -1.450 3.810 7.446
H 0.917 4.480 7.212
H 2.052 4.301 5.027
H -0.119 5.800 1.625
H 0.820 8.034 1.113
H 3.252 8.425 1.315
H 4.746 6.596 2.029
H 3.813 4.355 2.527
C -1.250 -0.392 3.967
S -0.100 -0.012 2.670
O -0.526 -0.953 1.495
C 1.381 -0.711 3.321
C 2.113 0.086 4.193
C 3.255 -0.454 4.766
C 3.648 -1.749 4.452
C 2.911 -2.518 3.559
C 1.759 -2.003 2.981
H -1.271 -1.476 4.091
H -2.224 0.017 3.693
H -0.885 0.099 4.870
H 1.806 1.103 4.418
H 3.843 0.142 5.452
H 4.538 -2.163 4.907
H 3.232 -3.522 3.316
H 1.173 -2.584 2.281
*
```

Output
E_tot: -4026.05891 hartree


[3]
DFT (ωB97M-V with the def2-TZVPD basis set) results for the molecule CHF2NO3 at a distorted geometry.

Geometry as ORCA input:
```
! RIJCOSX wB97M-V def2-TZVPD def2/J DEFGRID3
* xyz 0 3
C 0.314 0.258 -0.048
N -1.033 -0.443 0.019
O -1.971 0.176 0.469
O -1.011 -1.566 -0.398
O 1.280 -0.588 0.034
F 0.060 0.980 -1.353
F 0.320 1.332 0.812
H 2.040 -0.150 0.465
*
```

Output
E_tot: -518.64353 hartree


[4]
DFT (ωB97M-V with the def2-TZVPD basis set) results for a structure of composition C25H34FN2ORuS2 at a distorted geometry.

Geometry as ORCA input:
```
! RIJCOSX wB97M-V def2-TZVPD def2/J DEFGRID3
* xyz 0 2
Ru 0.117 0.475 -0.262
C 2.637 -0.896 3.365
C 2.122 -0.262 2.103
S 0.488 -0.472 1.662
C 2.912 0.451 1.241
C 4.382 0.671 1.460
S 2.209 1.070 -0.186
H 1.817 -1.286 3.966
H 3.188 -0.172 3.969
H 3.317 -1.722 3.146
H 4.587 0.970 2.489
H 4.761 1.445 0.794
H 4.949 -0.244 1.265
C 1.586 -2.534 -4.391
C 1.782 -1.488 -3.292
C 3.203 -1.588 -2.729
C 1.493 -0.079 -3.782
C 2.294 0.466 -4.779
C 2.108 1.765 -5.220
C 1.122 2.543 -4.640
C 0.295 2.038 -3.638
C -0.705 2.993 -3.011
C -0.128 3.539 -1.704
C -2.130 2.468 -2.814
C 0.476 0.712 -3.222
N -0.376 0.185 -2.202
C -1.323 -0.735 -2.589
C -1.626 -1.088 -3.913
C -2.630 -2.002 -4.202
C -3.386 -2.584 -3.195
C -3.143 -2.215 -1.876
C -2.146 -1.310 -1.620
F -1.949 -0.891 -0.328
H 1.757 -3.537 -3.993
H 2.293 -2.375 -5.209
H 0.578 -2.505 -4.804
H 1.091 -1.708 -2.477
H 3.949 -1.420 -3.509
H 3.373 -2.584 -2.314
H 3.369 -0.857 -1.937
H 3.082 -0.137 -5.214
H 2.732 2.170 -6.006
H 0.977 3.566 -4.969
H -0.784 3.831 -3.709
H 0.115 2.714 -1.018
H -0.828 4.216 -1.205
H 0.810 4.069 -1.880
H -2.221 1.824 -1.941
H -2.472 1.902 -3.683
H -2.806 3.317 -2.680
H -1.059 -0.634 -4.714
H -2.824 -2.256 -5.237
H -4.166 -3.296 -3.425
H -3.719 -2.611 -1.050
C -3.379 3.798 0.718
N -2.200 3.656 1.553
C -1.906 4.718 2.493
C -1.397 2.599 1.433
O -1.593 1.666 0.656
H -4.273 3.854 1.340
H -3.448 2.941 0.056
H -3.304 4.711 0.124
H -2.709 4.816 3.226
H -1.797 5.668 1.968
H -0.978 4.499 3.016
H -0.524 2.611 2.098
*
```

Output
E_tot: -2148.91169 hartree


[5]
DFT (ωB97M-V with the def2-TZVPD basis set) results for a structure of composition C29H22IN3PtTe at a distorted geometry.

Geometry as ORCA input:
```
! RIJCOSX wB97M-V def2-TZVPD def2/J DEFGRID3
* xyz 2 1
Pt 0.054 -0.400 1.352
C 3.551 1.609 -0.090
C 2.694 0.613 0.370
N 1.435 0.840 0.697
C 0.895 2.123 0.468
C 1.845 3.229 0.239
C 3.131 2.954 -0.108
C 1.131 4.496 0.511
C -1.075 4.713 0.457
C -1.997 3.595 0.157
C -3.313 3.574 -0.200
C -3.971 2.338 -0.196
C -3.308 1.192 0.281
N -2.045 1.139 0.602
C -1.295 2.318 0.411
H 4.556 1.338 -0.371
H 3.061 -0.398 0.498
H 3.828 3.749 -0.326
H 1.794 5.304 0.804
H -1.584 5.638 0.717
H -3.843 4.488 -0.419
H -4.998 2.263 -0.507
H -3.867 0.276 0.412
I -0.288 1.504 3.302
C -0.184 2.642 1.440
C -0.039 4.164 1.472
C 0.086 4.933 -0.583
C 0.011 4.080 -1.798
C -0.114 2.754 -1.761
N -0.194 1.996 -0.579
H -0.025 4.604 2.465
H 0.208 5.978 -0.859
H 0.056 4.570 -2.757
H -0.175 2.162 -2.665
Te -0.285 -2.056 -0.648
C 0.122 -4.163 -0.258
C 1.154 -4.662 0.516
C 1.197 -6.029 0.758
C 0.233 -6.868 0.225
C -0.798 -6.352 -0.544
C -0.861 -4.990 -0.788
C -1.530 -2.156 1.103
C -0.856 -2.304 2.339
C -1.619 -2.395 3.509
C -2.998 -2.363 3.445
C -3.646 -2.254 2.218
C -2.916 -2.126 1.050
H 1.918 -4.013 0.922
H 1.991 -6.435 1.367
H 0.283 -7.931 0.403
H -1.558 -7.001 -0.951
H -1.668 -4.580 -1.385
H 0.190 -2.626 2.392
H -1.115 -2.551 4.452
H -3.579 -2.481 4.346
H -4.723 -2.304 2.167
H -3.417 -2.068 0.094
*
```

Output
E_tot: -1966.84688 hartree


> Among the records above, which one has the lowest E_tot?

C7H11Br2O3P


> The highest E_tot belongs to which entry?

CHF2NO3


What did the third record say?
DFT (ωB97M-V with the def2-TZVPD basis set) results for the molecule CHF2NO3 at a distorted geometry.

Geometry as ORCA input:
```
! RIJCOSX wB97M-V def2-TZVPD def2/J DEFGRID3
* xyz 0 3
C 0.314 0.258 -0.048
N -1.033 -0.443 0.019
O -1.971 0.176 0.469
O -1.011 -1.566 -0.398
O 1.280 -0.588 0.034
F 0.060 0.980 -1.353
F 0.320 1.332 0.812
H 2.040 -0.150 0.465
*
```

Output
E_tot: -518.64353 hartree


What did the fifth record say?
DFT (ωB97M-V with the def2-TZVPD basis set) results for a structure of composition C29H22IN3PtTe at a distorted geometry.

Geometry as ORCA input:
```
! RIJCOSX wB97M-V def2-TZVPD def2/J DEFGRID3
* xyz 2 1
Pt 0.054 -0.400 1.352
C 3.551 1.609 -0.090
C 2.694 0.613 0.370
N 1.435 0.840 0.697
C 0.895 2.123 0.468
C 1.845 3.229 0.239
C 3.131 2.954 -0.108
C 1.131 4.496 0.511
C -1.075 4.713 0.457
C -1.997 3.595 0.157
C -3.313 3.574 -0.200
C -3.971 2.338 -0.196
C -3.308 1.192 0.281
N -2.045 1.139 0.602
C -1.295 2.318 0.411
H 4.556 1.338 -0.371
H 3.061 -0.398 0.498
H 3.828 3.749 -0.326
H 1.794 5.304 0.804
H -1.584 5.638 0.717
H -3.843 4.488 -0.419
H -4.998 2.263 -0.507
H -3.867 0.276 0.412
I -0.288 1.504 3.302
C -0.184 2.642 1.440
C -0.039 4.164 1.472
C 0.086 4.933 -0.583
C 0.011 4.080 -1.798
C -0.114 2.754 -1.761
N -0.194 1.996 -0.579
H -0.025 4.604 2.465
H 0.208 5.978 -0.859
H 0.056 4.570 -2.757
H -0.175 2.162 -2.665
Te -0.285 -2.056 -0.648
C 0.122 -4.163 -0.258
C 1.154 -4.662 0.516
C 1.197 -6.029 0.758
C 0.233 -6.868 0.225
C -0.798 -6.352 -0.544
C -0.861 -4.990 -0.788
C -1.530 -2.156 1.103
C -0.856 -2.304 2.339
C -1.619 -2.395 3.509
C -2.998 -2.363 3.445
C -3.646 -2.254 2.218
C -2.916 -2.126 1.050
H 1.918 -4.013 0.922
H 1.991 -6.435 1.367
H 0.283 -7.931 0.403
H -1.558 -7.001 -0.951
H -1.668 -4.580 -1.385
H 0.190 -2.626 2.392
H -1.115 -2.551 4.452
H -3.579 -2.481 4.346
H -4.723 -2.304 2.167
H -3.417 -2.068 0.094
*
```

Output
E_tot: -1966.84688 hartree